C5H8O2 | the ωB97M-V functional and the def2-TZVPD basis

Element x y z (Å)
1 O 2.269 -0.372 -1.499
2 C 1.126 -0.302 -1.136
3 C -0.131 0.010 -1.912
4 C -0.958 -0.016 -0.621
5 C 0.300 -0.394 0.199
6 C 0.417 0.299 1.556
7 O -0.624 -0.286 2.335
8 H 0.108 1.054 -2.149
9 H -0.447 -0.615 -2.755
10 H -1.786 -0.724 -0.570
11 H -1.349 0.980 -0.395
12 H 0.311 -1.470 0.413
13 H 1.392 0.132 2.030
14 H 0.259 1.384 1.466
15 H -0.887 0.319 3.038

gap between HOMO and LUMO: 10.2 eV
largest force on an atom: 0.018 hartree/bohr
highest occupied orbital energy: -0.3467 Ha
multiplicity: 1
SMILES: O=C1CC[C@@H]1CO
E_LUMO: 0.80 eV

---

C5H8O2 | the ωB97M-V functional and the def2-TZVPD basis

Element x y z (Å)
1 C -1.245 -0.857 1.060
2 C -0.180 -0.108 0.293
3 C 0.906 0.850 0.775
4 O 0.809 1.642 -0.438
5 C -0.285 0.842 -0.881
6 C 0.216 -0.541 -1.099
7 O 1.535 -0.767 -1.479
8 H -1.341 -0.537 2.105
9 H -2.222 -0.697 0.594
10 H -1.055 -1.931 1.034
11 H 1.910 0.431 0.915
12 H 0.629 1.467 1.636
13 H -1.121 1.342 -1.361
14 H -0.487 -1.245 -1.539
15 H 1.932 0.109 -1.614

gap between HOMO and LUMO: 10.2 eV
largest force on an atom: 0.007 hartree/bohr
highest occupied orbital energy: -0.3412 Ha
multiplicity: 1
E_LUMO: 0.93 eV

---

C5H8O2 | the ωB97M-V functional and the def2-TZVPD basis

Element x y z (Å)
1 C 1.516 0.603 -0.296
2 C 0.266 -0.184 0.425
3 O 0.788 -0.708 1.612
4 C -1.035 0.658 0.529
5 C -1.680 -0.361 -0.409
6 O -0.887 -0.403 -1.594
7 C -0.467 -1.179 -0.481
8 H 1.102 0.771 -1.275
9 H 1.774 1.574 0.171
10 H 2.490 0.072 -0.445
11 H 1.573 -0.275 1.182
12 H -1.453 0.664 1.542
13 H -0.948 1.676 0.143
14 H -2.717 -0.659 -0.498
15 H -0.321 -2.250 -0.607

gap between HOMO and LUMO: 10.8 eV
largest force on an atom: 0.073 hartree/bohr
highest occupied orbital energy: -0.3610 Ha
multiplicity: 1
SMILES: C[C@@]1(O)C[C@H]2O[C@H]21
E_LUMO: 1.02 eV

---

C5H8O2 | the ωB97M-V functional and the def2-TZVPD basis

Element x y z (Å)
1 C 1.801 -0.110 0.513
2 C 0.504 -0.500 -0.156
3 C 0.343 -1.250 -1.248
4 C -0.831 -0.056 0.287
5 O -1.526 -0.906 0.990
6 C -1.153 1.399 0.015
7 O 0.049 1.948 -0.014
8 H 2.524 0.240 -0.229
9 H 2.227 -0.982 1.026
10 H 1.642 0.701 1.222
11 H 1.152 -1.466 -1.935
12 H -0.645 -1.602 -1.531
13 H -2.443 -0.586 1.094
14 H -1.815 1.469 -0.898
15 H -1.829 1.701 0.865

gap between HOMO and LUMO: 7.6 eV
largest force on an atom: 0.010 hartree/bohr
highest occupied orbital energy: -0.2916 Ha
multiplicity: 1
E_LUMO: -0.31 eV

---

C5H8O2 | the ωB97M-V functional and the def2-TZVPD basis

Element x y z (Å)
1 C 0.596 1.848 2.229
2 C 0.222 1.181 1.297
3 C 0.564 0.519 0.027
4 O 0.047 1.178 -1.118
5 C 0.359 -0.985 -0.086
6 C -1.059 -1.390 -0.471
7 O -1.371 -1.041 -1.798
8 H 1.466 2.229 2.703
9 H 1.651 0.692 0.089
10 H -0.175 2.082 -0.865
11 H 1.062 -1.368 -0.838
12 H 0.650 -1.409 0.880
13 H -1.171 -2.478 -0.393
14 H -1.763 -0.935 0.248
15 H -1.078 -0.122 -1.902

gap between HOMO and LUMO: 10.3 eV
largest force on an atom: 0.023 hartree/bohr
highest occupied orbital energy: -0.3659 Ha
multiplicity: 1
SMILES: C#C[C@H](O)CCO
E_LUMO: 0.38 eV

---

C5H8O2 | the ωB97M-V functional and the def2-TZVPD basis

Element x y z (Å)
1 C -0.983 -1.655 0.616
2 C -0.543 -0.480 -0.219
3 C -0.429 1.452 0.176
4 C 0.579 0.419 0.110
5 O 1.553 0.185 1.100
6 C 0.974 0.539 -1.334
7 O -0.718 -0.458 -1.490
8 H -1.929 -2.066 0.265
9 H -1.026 -1.476 1.695
10 H -0.200 -2.414 0.443
11 H -0.328 2.393 -0.356
12 H -1.245 1.413 0.868
13 H 1.495 0.952 1.692
14 H 1.431 1.483 -1.669
15 H 1.370 -0.285 -1.897

gap between HOMO and LUMO (spin up / spin down): 7.2 / 7.2 eV
largest force on an atom: 0.030 hartree/bohr
highest occupied orbital energy (spin up / spin down): -0.2750 / -0.2751 Ha
multiplicity: 1
E_LUMO (spin up / spin down): -0.25 / -0.25 eV

---

C5H8O2 | the ωB97M-V functional and the def2-TZVPD basis

Element x y z (Å)
1 C -0.728 1.213 -0.803
2 C 0.011 0.078 -1.615
3 O 0.112 -1.097 -0.851
4 C 0.737 -0.827 0.370
5 C -0.003 -1.174 1.641
6 C 0.088 0.248 1.133
7 O -1.032 0.790 0.498
8 H -0.137 2.150 -0.797
9 H -1.686 1.472 -1.270
10 H -0.557 -0.190 -2.517
11 H 1.007 0.434 -1.951
12 H 1.823 -0.927 0.368
13 H -0.952 -1.711 1.595
14 H 0.632 -1.415 2.495
15 H 0.686 0.956 1.704

gap between HOMO and LUMO: 10.8 eV
largest force on an atom: 0.018 hartree/bohr
highest occupied orbital energy: -0.3545 Ha
multiplicity: 1
SMILES: C1CO[C@@H]2C[C@@H]2O1
E_LUMO: 1.12 eV

---

C5H8O2 | the ωB97M-V functional and the def2-TZVPD basis

Element x y z (Å)
1 C -0.876 1.248 -0.412
2 C -0.123 0.044 0.120
3 C -1.030 -0.973 0.805
4 C 0.982 -0.495 -0.810
5 C 1.919 0.102 0.226
6 O 3.094 0.246 0.372
7 O 0.922 0.507 1.056
8 H -0.181 1.969 -0.855
9 H -1.594 0.930 -1.178
10 H -1.424 1.741 0.398
11 H -0.760 -2.003 0.563
12 H -0.961 -0.855 1.887
13 H -2.074 -0.828 0.518
14 H 1.048 -1.584 -0.883
15 H 1.056 -0.049 -1.805

gap between HOMO and LUMO: 11.1 eV
largest force on an atom: 0.011 hartree/bohr
highest occupied orbital energy: -0.3824 Ha
multiplicity: 1
E_LUMO: 0.74 eV

---

C5H8O2 | the ωB97M-V functional and the def2-TZVPD basis

Element x y z (Å)
1 O -1.101 1.673 0.628
2 C -0.378 0.751 0.335
3 C 0.887 0.359 1.096
4 C 1.680 -0.569 0.164
5 C 0.837 -0.736 -1.103
6 O 1.232 -1.208 -2.139
7 C -0.559 -0.192 -0.841
8 H 1.426 1.264 1.392
9 H 0.575 -0.140 2.021
10 H 2.662 -0.177 -0.116
11 H 1.847 -1.562 0.596
12 H -1.030 0.265 -1.714
13 H -1.195 -1.028 -0.513
14 H -3.784 0.374 -0.129
15 H -3.242 0.866 0.015

gap between HOMO and LUMO: 10.1 eV
largest force on an atom: 0.011 hartree/bohr
highest occupied orbital energy: -0.3558 Ha
multiplicity: 1
SMILES: O=C1CCC(=O)C1.[H][H]
E_LUMO: 0.46 eV

---

C5H8O2 | the ωB97M-V functional and the def2-TZVPD basis

Element x y z (Å)
1 C -2.175 -0.085 -1.135
2 C -1.036 -0.018 -0.745
3 C 0.347 -0.034 -0.218
4 C 1.073 1.278 -0.527
5 O 1.074 -1.077 -0.848
6 C 0.270 -0.275 1.299
7 O -0.407 -1.467 1.617
8 H -3.176 -0.127 -1.502
9 H 1.792 1.539 0.257
10 H 0.364 2.101 -0.634
11 H 1.613 1.144 -1.465
12 H 0.488 -1.843 -0.895
13 H -0.191 0.601 1.781
14 H 1.293 -0.383 1.673
15 H -1.329 -1.353 1.343

gap between HOMO and LUMO: 11.0 eV
largest force on an atom: 0.011 hartree/bohr
highest occupied orbital energy: -0.3737 Ha
multiplicity: 1
SMILES: C#C[C@](C)(O)CO
E_LUMO: 0.84 eV

---

C5H8O2 | the ωB97M-V functional and the def2-TZVPD basis

Element x y z (Å)
1 C 1.905 -0.447 0.681
2 C 0.761 -0.641 0.052
3 C -0.063 -0.947 -1.132
4 C -0.661 -0.304 0.117
5 O -1.484 -1.036 0.974
6 C -0.904 1.208 0.063
7 O 0.225 1.910 -0.401
8 H 2.875 -0.612 0.222
9 H 1.884 -0.083 1.707
10 H -0.005 -0.359 -2.048
11 H -0.282 -2.004 -1.269
12 H -2.327 -1.204 0.535
13 H -1.711 1.456 -0.634
14 H -1.203 1.531 1.071
15 H 0.989 1.531 0.062

gap between HOMO and LUMO: 10.7 eV
largest force on an atom: 0.008 hartree/bohr
highest occupied orbital energy: -0.3650 Ha
multiplicity: 1
SMILES: C=C1C[C@]1(O)CO
E_LUMO: 0.79 eV

---

C5H8O2 | the ωB97M-V functional and the def2-TZVPD basis

Element x y z (Å)
1 C 0.132 1.594 -0.444
2 C -0.831 0.495 -0.668
3 O -1.134 0.137 -1.789
4 C -1.302 -0.212 0.564
5 C -0.181 -1.215 0.390
6 C 1.073 -0.850 0.678
7 O 2.217 -1.372 0.174
8 H 0.464 1.854 0.567
9 H 0.990 1.573 -1.135
10 H -0.794 2.209 -0.726
11 H -1.228 0.361 1.494
12 H -2.306 -0.602 0.421
13 H -0.389 -2.019 -0.311
14 H 1.290 -0.064 1.398
15 H 1.999 -1.888 -0.614

gap between HOMO and LUMO: 9.8 eV
largest force on an atom: 0.046 hartree/bohr
highest occupied orbital energy: -0.3265 Ha
multiplicity: 1
SMILES: CC(=O)C/C=C/O
E_LUMO: 0.87 eV

---

C5H8O2 | the ωB97M-V functional and the def2-TZVPD basis

Element x y z (Å)
1 C -0.208 1.675 -0.017
2 C -0.350 0.219 0.358
3 O -1.354 0.136 1.354
4 C -0.542 -0.781 -0.801
5 C 0.828 -1.405 -0.554
6 O 1.787 -0.443 -0.656
7 C 0.988 -0.463 0.676
8 H 0.630 1.779 -0.710
9 H -1.122 2.036 -0.496
10 H -0.017 2.281 0.875
11 H -1.335 -0.743 1.754
12 H -1.313 -1.512 -0.558
13 H -0.720 -0.323 -1.776
14 H 1.051 -2.440 -0.852
15 H 1.676 -0.017 1.404

gap between HOMO and LUMO: 10.5 eV
largest force on an atom: 0.038 hartree/bohr
highest occupied orbital energy: -0.3522 Ha
multiplicity: 1
SMILES: C[C@@]1(O)C[C@H]2O[C@H]21
E_LUMO: 0.93 eV

---

C5H8O2 | the ωB97M-V functional and the def2-TZVPD basis

Element x y z (Å)
1 C -2.063 0.672 0.496
2 C -1.343 -0.118 -0.557
3 C -0.065 -0.498 -0.557
4 O 0.419 -1.262 -1.585
5 C 0.914 -0.259 0.567
6 C 2.286 0.200 0.138
7 O 2.717 0.135 -0.994
8 H -2.784 0.056 1.047
9 H -2.627 1.490 0.032
10 H -1.387 1.124 1.230
11 H -1.927 -0.430 -1.421
12 H 1.322 -0.949 -1.769
13 H 0.530 0.450 1.306
14 H 1.078 -1.201 1.116
15 H 2.930 0.591 0.951

gap between HOMO and LUMO: 9.4 eV
largest force on an atom: 0.010 hartree/bohr
highest occupied orbital energy: -0.3175 Ha
multiplicity: 1
SMILES: C/C=C(/O)CC=O
E_LUMO: 0.79 eV

---

C5H8O2 | the ωB97M-V functional and the def2-TZVPD basis

Element x y z (Å)
1 C 2.216 1.409 -1.407
2 C 1.154 0.971 -0.784
3 C 0.048 0.445 -0.318
4 O -1.122 1.161 -0.162
5 C -0.094 -1.005 0.059
6 C -0.914 -1.243 1.328
7 O -2.287 -0.994 1.140
8 H 2.299 1.284 -2.486
9 H 3.048 1.893 -0.901
10 H -0.973 2.071 -0.452
11 H -0.594 -1.531 -0.765
12 H 0.909 -1.431 0.166
13 H -0.830 -2.298 1.608
14 H -0.501 -0.646 2.158
15 H -2.357 -0.085 0.817

gap between HOMO and LUMO: 9.6 eV
largest force on an atom: 0.008 hartree/bohr
highest occupied orbital energy: -0.3288 Ha
multiplicity: 1
SMILES: C=C=C(O)CCO
E_LUMO: 0.62 eV

---

C5H8O2 | the ωB97M-V functional and the def2-TZVPD basis

Element x y z (Å)
1 C -2.064 -1.119 -0.596
2 C -1.647 -0.097 0.130
3 C -0.818 0.687 0.721
4 C 0.706 0.191 0.878
5 C 1.654 1.281 0.438
6 O 0.970 -0.664 1.685
7 H -2.133 -1.015 -1.670
8 H -2.857 -1.751 -0.228
9 H -1.017 1.689 1.074
10 H 1.416 1.595 -0.575
11 H 1.555 2.131 1.111
12 H 2.677 0.920 0.516
13 O 0.801 -1.067 -0.998
14 H 0.690 -1.118 -1.953
15 H 0.066 -1.663 -0.532

gap between HOMO and LUMO: 9.7 eV
largest force on an atom: 0.066 hartree/bohr
highest occupied orbital energy: -0.3352 Ha
multiplicity: 1
SMILES: C=C=CC(C)=O.O
E_LUMO: 0.59 eV

---

C5H8O2 | the ωB97M-V functional and the def2-TZVPD basis

Element x y z (Å)
1 O 1.807 -0.506 -2.049
2 C 1.526 -0.901 -0.985
3 C 1.213 -1.339 0.218
4 C 0.362 -0.494 1.152
5 C 0.051 0.836 0.523
6 C -1.145 1.130 0.021
7 O -1.383 2.283 -0.660
8 H 1.580 -2.321 0.500
9 H 0.895 -0.364 2.103
10 H -0.568 -1.031 1.388
11 H 0.875 1.529 0.364
12 H -1.995 0.459 0.146
13 H -2.286 2.274 -0.994
14 H -1.853 -1.844 -1.055
15 H -1.115 -1.842 -0.952

gap between HOMO and LUMO: 9.6 eV
largest force on an atom: 0.019 hartree/bohr
highest occupied orbital energy: -0.3227 Ha
multiplicity: 1
SMILES: O=C=CC/C=C/O.[H][H]
E_LUMO: 0.78 eV

---

C5H8O2 | the ωB97M-V functional and the def2-TZVPD basis

Element x y z (Å)
1 O -1.127 -2.956 -0.461
2 C -0.743 -1.836 -0.260
3 C -0.659 -0.956 0.990
4 C -0.192 0.227 0.096
5 C 0.932 1.235 0.445
6 O 0.477 2.380 -0.245
7 C -0.167 -0.731 -1.156
8 H 0.055 -1.340 1.728
9 H -1.620 -0.793 1.486
10 H -0.905 1.019 -0.008
11 H 1.983 0.961 0.235
12 H 0.867 1.448 1.529
13 H 1.120 2.803 -0.813
14 H 0.807 -1.008 -1.582
15 H -0.828 -0.453 -1.986

gap between HOMO and LUMO: 10.3 eV
largest force on an atom: 0.029 hartree/bohr
highest occupied orbital energy: -0.3492 Ha
multiplicity: 1
SMILES: O=C1CC(CO)C1
E_LUMO: 0.76 eV

---

C5H8O2 | the ωB97M-V functional and the def2-TZVPD basis

Element x y z (Å)
1 C -0.347 1.552 -0.227
2 C -0.123 0.135 0.220
3 O 1.186 -0.151 0.714
4 C 2.131 -0.416 -0.198
5 O 2.054 -0.236 -1.385
6 C -0.798 -1.018 -0.442
7 C -1.173 -0.620 0.966
8 H 0.299 1.801 -1.072
9 H -0.154 2.255 0.590
10 H -1.390 1.669 -0.538
11 H 2.997 -0.860 0.316
12 H -1.486 -0.806 -1.254
13 H -0.212 -1.922 -0.573
14 H -2.130 -0.135 1.136
15 H -0.826 -1.250 1.780

gap between HOMO and LUMO: 11.3 eV
largest force on an atom: 0.011 hartree/bohr
highest occupied orbital energy: -0.3804 Ha
multiplicity: 1
SMILES: CC1(OC=O)CC1
E_LUMO: 0.98 eV

---

C5H8O2 | the ωB97M-V functional and the def2-TZVPD basis

Element x y z (Å)
1 C -1.007 1.276 -1.097
2 C 0.155 -0.027 0.625
3 C -0.839 -1.062 1.103
4 C 0.148 0.276 -0.856
5 C 2.897 -1.164 0.351
6 O 3.737 -0.538 0.786
7 O 0.869 0.572 1.401
8 H -0.660 2.139 -1.669
9 H -1.846 0.820 -1.631
10 H -1.393 1.658 -0.145
11 H -0.294 -1.998 1.274
12 H -1.280 -0.743 2.050
13 H -1.622 -1.256 0.363
14 H -0.002 -0.640 -1.439
15 H 1.109 0.716 -1.133

gap between HOMO and LUMO: 10.6 eV
largest force on an atom: 0.027 hartree/bohr
highest occupied orbital energy: -0.3533 Ha
multiplicity: 1
E_LUMO: 0.94 eV